(1)
ORCA calculation (ωB97M-V with the def2-TZVPD basis set) on 6 unconnected molecules or ions with the total composition C34H35FN2O5S.

Last column: Mulliken charge in e.
CARTESIAN COORDINATES (ANGSTROEM)
C: -2.26 -0.69 -3.41  -1.113
C: -1.14 -1.18 -4.27  0.794
O: -0.30 -1.93 -3.87  -0.517
O: -1.11 -0.79 -5.60  -0.359
C: -1.33 0.56 -5.86  -0.596
N: -0.01 1.26 -5.93  0.192
N: 0.73 0.97 -4.73  -0.613
C: 1.75 0.31 -4.94  0.724
O: 2.68 -0.34 -5.01  -0.340
S: -0.24 2.95 -5.86  1.141
O: 0.90 3.58 -6.39  -0.539
O: -0.75 3.35 -4.60  -0.510
F: -1.40 3.02 -6.87  -0.206
H: -1.89 0.17 -2.87  0.342
H: -2.49 -1.45 -2.67  0.328
H: -3.13 -0.35 -3.95  0.431
H: -1.78 0.65 -6.84  0.327
H: -1.98 1.05 -5.14  0.461
C: -4.43 0.31 1.92  -0.275
C: -4.62 -1.06 1.91  -0.309
C: -3.76 -1.88 1.19  -0.657
C: -2.71 -1.32 0.47  -0.296
C: -2.53 0.06 0.47  -0.394
C: -3.39 0.87 1.19  -0.649
H: -5.10 0.95 2.48  0.381
H: -5.44 -1.50 2.48  0.395
H: -3.90 -2.95 1.20  0.385
H: -2.04 -1.96 -0.09  0.581
H: -1.72 0.50 -0.10  0.478
H: -3.25 1.95 1.19  0.378
C: 1.57 -2.94 3.22  -0.409
C: 0.35 -2.63 2.64  -0.371
C: -0.82 -2.79 3.37  0.215
C: -0.77 -3.27 4.67  -0.591
C: 0.45 -3.60 5.24  -0.382
C: 1.62 -3.43 4.52  -0.467
H: 2.48 -2.81 2.65  0.343
H: 0.30 -2.25 1.63  0.369
H: -1.78 -2.54 2.92  0.128
H: -1.69 -3.40 5.24  0.370
H: 0.49 -3.98 6.26  0.372
H: 2.58 -3.68 4.96  0.411
C: 4.37 0.98 4.43  -0.474
C: 4.19 -0.39 4.43  -0.243
C: 5.06 -1.21 3.71  -0.256
C: 6.10 -0.64 2.99  -0.478
C: 6.27 0.73 2.98  -0.361
C: 5.41 1.55 3.70  -0.355
H: 3.70 1.62 5.00  0.365
H: 3.38 -0.83 4.99  0.351
H: 4.92 -2.28 3.71  0.381
H: 6.77 -1.28 2.43  0.359
H: 7.08 1.17 2.41  0.358
H: 5.55 2.62 3.70  0.356
C: 5.73 1.39 -6.58  -0.413
C: 5.49 0.02 -6.57  -0.128
C: 6.36 -0.84 -7.24  -0.580
C: 7.46 -0.32 -7.92  -0.321
C: 7.68 1.04 -7.93  -0.424
C: 6.82 1.90 -7.27  -0.358
H: 5.05 2.05 -6.06  0.361
H: 4.63 -0.38 -6.04  0.478
H: 6.18 -1.90 -7.23  0.365
H: 8.13 -0.99 -8.44  0.360
H: 8.54 1.44 -8.47  0.349
H: 7.00 2.97 -7.28  0.361
C: -6.14 2.02 5.53  -0.463
C: -6.73 3.06 6.22  -0.344
C: -8.09 3.03 6.50  -0.423
C: -8.86 1.95 6.10  -0.301
C: -8.27 0.91 5.40  -0.528
C: -6.91 0.94 5.11  -0.126
H: -5.08 2.04 5.31  0.379
H: -6.13 3.91 6.54  0.361
H: -8.55 3.85 7.05  0.355
H: -9.92 1.93 6.32  0.360
H: -8.87 0.07 5.07  0.355
H: -6.45 0.12 4.57  0.370

Gap between HOMO and LUMO: 0.35347 Ha
Electronic energy: -2300.273771 hartree
HOMO energy: -9.269 eV
Max |F|: 1.719 eV/A
SMILES string: CC(=O)OCN(N=C=O)S(=O)(=O)F.c1ccccc1.c1ccccc1.c1ccccc1.c1ccccc1.c1ccccc1
M: 602.7 g/mol

(2)
ORCA calculation (ωB97M-V with the def2-TZVPD basis set) on a molecular structure, C34H35N4O6PS4Sn.

Last column: Mulliken charge in e.
CARTESIAN COORDINATES (ANGSTROEM)
Sn: 0.05 1.36 -2.38  0.931
C: 2.30 0.81 -6.90  -0.975
N: 1.00 0.20 -6.64  0.148
C: 0.41 -0.57 -7.73  -0.982
C: 0.39 0.37 -5.48  0.913
O: 0.90 1.00 -4.53  -0.774
C: -1.00 -0.21 -5.29  -0.972
O: -1.50 0.43 -4.13  -0.143
C: -2.84 0.16 -3.78  -1.039
C: -3.15 1.15 -2.67  0.895
O: -2.18 1.69 -2.08  -0.644
N: -4.40 1.42 -2.37  0.143
C: -4.73 2.41 -1.34  -1.001
C: -5.51 0.73 -3.03  -1.021
H: 2.21 1.50 -7.73  0.366
H: 3.02 0.03 -7.15  0.342
H: 2.64 1.33 -6.01  0.288
H: -0.17 0.07 -8.40  0.326
H: -0.22 -1.38 -7.36  0.389
H: 1.22 -1.02 -8.30  0.337
H: -0.93 -1.29 -5.13  0.380
H: -1.65 -0.01 -6.15  0.548
H: -2.94 -0.86 -3.38  0.371
H: -3.51 0.27 -4.64  0.523
H: -3.82 2.92 -1.04  0.229
H: -5.17 1.92 -0.48  0.376
H: -5.44 3.12 -1.76  0.406
H: -5.45 -0.34 -2.88  0.355
H: -5.55 0.96 -4.09  0.344
H: -6.44 1.09 -2.57  0.410
O: -2.47 2.64 1.07  -0.573
S: -1.10 3.00 0.88  1.225
O: -0.67 3.62 -0.32  -0.560
O: -0.20 1.64 1.00  0.672
C: -0.48 3.74 2.35  0.524
C: -0.54 5.09 2.64  -0.704
C: -0.05 5.51 3.87  -0.673
C: 0.50 4.60 4.77  -0.728
C: 0.57 3.24 4.46  -0.388
C: 0.06 2.82 3.24  -0.321
P: 0.13 1.17 2.53  0.990
C: -1.12 0.10 3.11  0.278
C: -1.25 -1.15 2.48  -0.371
C: -2.28 -1.99 2.86  -0.919
C: -3.17 -1.59 3.86  -0.586
C: -3.04 -0.36 4.48  -0.839
C: -2.02 0.50 4.10  -0.655
C: 1.74 0.47 2.52  0.966
C: 2.03 -0.57 3.40  -0.769
C: 3.33 -1.05 3.48  -0.629
C: 4.32 -0.48 2.68  -0.461
C: 4.02 0.55 1.80  -1.019
C: 2.73 1.04 1.71  -0.487
H: -0.95 5.79 1.93  0.553
H: -0.08 6.56 4.12  0.452
H: 0.89 4.95 5.71  0.466
H: 1.03 2.55 5.15  0.525
H: -0.57 -1.45 1.69  0.697
H: -2.40 -2.95 2.37  0.540
H: -3.96 -2.26 4.16  0.444
H: -3.74 -0.06 5.25  0.475
H: -1.92 1.47 4.57  0.460
H: 1.26 -1.00 4.03  0.649
H: 3.56 -1.86 4.15  0.478
H: 5.33 -0.86 2.74  0.472
H: 4.80 0.98 1.19  0.449
H: 2.50 1.86 1.04  0.440
S: 5.10 -2.48 -0.40  -0.213
C: 3.47 -2.29 -0.48  -0.003
S: 2.71 -1.35 -1.73  -0.103
C: 1.16 -1.61 -1.00  0.121
N: 1.19 -2.33 0.07  -0.583
N: 2.48 -2.74 0.35  0.757
C: 2.62 -3.65 1.44  -0.006
C: 3.52 -4.71 1.37  -0.724
C: 3.60 -5.60 2.44  -0.682
C: 2.80 -5.44 3.55  -0.691
C: 1.89 -4.39 3.60  -0.476
C: 1.80 -3.50 2.55  0.174
S: -0.32 -1.08 -1.75  -0.328
H: 4.14 -4.85 0.50  0.424
H: 4.30 -6.42 2.38  0.410
H: 2.87 -6.14 4.38  0.430
H: 1.25 -4.27 4.47  0.401
H: 1.09 -2.69 2.58  0.549

Gap between HOMO and LUMO: 0.25210 Ha
Electronic energy: -4135.073668 hartree
HOMO energy: -11.863 eV
Max |F|: 0.303 eV/A
ΔE to the lowest compared entry with this formula, charge and spin: 0.00 kcal/mol
Net charge: +2
M: 873.6 g/mol

(3)
ORCA calculation (ωB97M-V with the def2-TZVPD basis set) on a molecular structure, C34H35N7Ru.

Last column: Mulliken spin population.
CARTESIAN COORDINATES (ANGSTROEM)
Ru: -1.60 0.03 -0.07  2.836
C: -0.22 -2.75 0.97  0.012
C: -0.15 -2.03 2.32  0.033
C: -1.35 -1.20 2.78  -0.015
N: -1.73 -0.08 1.91  0.084
C: -2.40 0.97 2.48  -0.091
C: -3.03 0.84 3.71  0.171
C: -3.65 1.79 4.54  -0.075
C: -3.67 3.15 4.42  0.145
C: -3.08 3.90 3.39  -0.040
C: -2.55 3.49 2.20  0.130
C: -2.41 2.18 1.65  -0.028
N: -2.11 1.98 0.38  0.030
C: -2.02 3.08 -0.57  0.004
C: -2.37 2.66 -2.00  0.041
C: -1.46 1.56 -2.56  -0.016
N: -1.83 0.27 -2.00  0.186
C: -2.57 -0.64 -2.68  -0.104
C: -3.16 -0.36 -3.91  0.215
C: -3.83 -1.19 -4.81  -0.100
C: -4.02 -2.54 -4.77  0.195
C: -3.62 -3.42 -3.73  -0.056
C: -3.09 -3.14 -2.51  0.149
C: -2.75 -1.88 -1.91  -0.031
N: -2.47 -1.76 -0.63  -0.008
C: -2.72 -2.84 0.32  0.037
C: -1.45 -3.62 0.71  -0.006
H: -0.10 -2.04 0.15  -0.014
H: 0.67 -3.38 0.90  -0.007
H: -0.01 -2.77 3.10  0.000
H: 0.74 -1.39 2.32  -0.021
H: -2.22 -1.86 2.93  0.010
H: -1.11 -0.79 3.76  -0.014
H: -3.07 -0.17 4.09  0.016
H: -4.13 1.38 5.41  -0.003
H: -4.14 3.71 5.22  0.007
H: -3.08 4.98 3.54  -0.002
H: -2.17 4.28 1.57  0.011
H: -2.70 3.89 -0.29  0.000
H: -1.00 3.47 -0.55  -0.003
H: -3.41 2.32 -2.03  -0.005
H: -2.30 3.54 -2.63  -0.001
H: -1.48 1.54 -3.65  -0.008
H: -0.43 1.75 -2.25  0.006
H: -3.09 0.67 -4.22  0.020
H: -4.22 -0.68 -5.69  -0.004
H: -4.52 -3.00 -5.61  0.010
H: -3.78 -4.47 -3.93  -0.002
H: -2.88 -4.00 -1.89  0.012
H: -3.17 -2.37 1.20  -0.012
H: -3.47 -3.53 -0.06  0.002
H: -1.69 -4.21 1.60  0.001
H: -1.22 -4.33 -0.08  0.000
N: 5.55 -0.13 -1.01  0.029
C: 6.85 0.07 -0.58  0.039
C: 8.08 -0.26 -1.12  -0.019
C: 9.20 0.11 -0.39  0.048
C: 9.09 0.78 0.84  -0.017
C: 7.85 1.10 1.37  0.038
C: 6.71 0.74 0.65  -0.010
N: 5.38 0.95 0.95  0.140
C: 4.71 0.42 -0.06  0.069
C: 3.29 0.40 -0.17  0.216
C: 2.57 -0.23 -1.23  -0.056
C: 1.21 -0.22 -1.24  0.236
N: 0.45 0.39 -0.25  0.321
C: 1.15 1.02 0.78  0.250
C: 2.50 1.04 0.84  -0.066
H: 5.28 -0.58 -1.87  -0.004
H: 8.17 -0.77 -2.07  -0.002
H: 10.19 -0.13 -0.78  0.004
H: 9.99 1.05 1.37  0.000
H: 7.76 1.62 2.31  -0.001
H: 3.08 -0.73 -2.04  0.013
H: 0.67 -0.70 -2.04  0.021
H: 0.55 1.50 1.54  0.039
H: 3.00 1.54 1.66  0.016

Gap between HOMO and LUMO (spin up / spin down): 0.15024 / 0.14710 Ha
Electronic energy: -1794.463972 hartree
Multiplicity: 6
HOMO energy (spin up / spin down): -7.160 / -9.339 eV
Max |F|: 0.340 eV/A
Net charge: +1
M: 642.8 g/mol

- Among the records above, which one has the lowest M?
  C34H35FN2O5S

- What is the electronic energy in the first record?
  -2300.273771 hartree

Copy entry 3 word for word.
ORCA calculation (ωB97M-V with the def2-TZVPD basis set) on a molecular structure, C34H35N7Ru.

Last column: Mulliken spin population.
CARTESIAN COORDINATES (ANGSTROEM)
Ru: -1.60 0.03 -0.07  2.836
C: -0.22 -2.75 0.97  0.012
C: -0.15 -2.03 2.32  0.033
C: -1.35 -1.20 2.78  -0.015
N: -1.73 -0.08 1.91  0.084
C: -2.40 0.97 2.48  -0.091
C: -3.03 0.84 3.71  0.171
C: -3.65 1.79 4.54  -0.075
C: -3.67 3.15 4.42  0.145
C: -3.08 3.90 3.39  -0.040
C: -2.55 3.49 2.20  0.130
C: -2.41 2.18 1.65  -0.028
N: -2.11 1.98 0.38  0.030
C: -2.02 3.08 -0.57  0.004
C: -2.37 2.66 -2.00  0.041
C: -1.46 1.56 -2.56  -0.016
N: -1.83 0.27 -2.00  0.186
C: -2.57 -0.64 -2.68  -0.104
C: -3.16 -0.36 -3.91  0.215
C: -3.83 -1.19 -4.81  -0.100
C: -4.02 -2.54 -4.77  0.195
C: -3.62 -3.42 -3.73  -0.056
C: -3.09 -3.14 -2.51  0.149
C: -2.75 -1.88 -1.91  -0.031
N: -2.47 -1.76 -0.63  -0.008
C: -2.72 -2.84 0.32  0.037
C: -1.45 -3.62 0.71  -0.006
H: -0.10 -2.04 0.15  -0.014
H: 0.67 -3.38 0.90  -0.007
H: -0.01 -2.77 3.10  0.000
H: 0.74 -1.39 2.32  -0.021
H: -2.22 -1.86 2.93  0.010
H: -1.11 -0.79 3.76  -0.014
H: -3.07 -0.17 4.09  0.016
H: -4.13 1.38 5.41  -0.003
H: -4.14 3.71 5.22  0.007
H: -3.08 4.98 3.54  -0.002
H: -2.17 4.28 1.57  0.011
H: -2.70 3.89 -0.29  0.000
H: -1.00 3.47 -0.55  -0.003
H: -3.41 2.32 -2.03  -0.005
H: -2.30 3.54 -2.63  -0.001
H: -1.48 1.54 -3.65  -0.008
H: -0.43 1.75 -2.25  0.006
H: -3.09 0.67 -4.22  0.020
H: -4.22 -0.68 -5.69  -0.004
H: -4.52 -3.00 -5.61  0.010
H: -3.78 -4.47 -3.93  -0.002
H: -2.88 -4.00 -1.89  0.012
H: -3.17 -2.37 1.20  -0.012
H: -3.47 -3.53 -0.06  0.002
H: -1.69 -4.21 1.60  0.001
H: -1.22 -4.33 -0.08  0.000
N: 5.55 -0.13 -1.01  0.029
C: 6.85 0.07 -0.58  0.039
C: 8.08 -0.26 -1.12  -0.019
C: 9.20 0.11 -0.39  0.048
C: 9.09 0.78 0.84  -0.017
C: 7.85 1.10 1.37  0.038
C: 6.71 0.74 0.65  -0.010
N: 5.38 0.95 0.95  0.140
C: 4.71 0.42 -0.06  0.069
C: 3.29 0.40 -0.17  0.216
C: 2.57 -0.23 -1.23  -0.056
C: 1.21 -0.22 -1.24  0.236
N: 0.45 0.39 -0.25  0.321
C: 1.15 1.02 0.78  0.250
C: 2.50 1.04 0.84  -0.066
H: 5.28 -0.58 -1.87  -0.004
H: 8.17 -0.77 -2.07  -0.002
H: 10.19 -0.13 -0.78  0.004
H: 9.99 1.05 1.37  0.000
H: 7.76 1.62 2.31  -0.001
H: 3.08 -0.73 -2.04  0.013
H: 0.67 -0.70 -2.04  0.021
H: 0.55 1.50 1.54  0.039
H: 3.00 1.54 1.66  0.016

Gap between HOMO and LUMO (spin up / spin down): 0.15024 / 0.14710 Ha
Electronic energy: -1794.463972 hartree
Multiplicity: 6
HOMO energy (spin up / spin down): -7.160 / -9.339 eV
Max |F|: 0.340 eV/A
Net charge: +1
M: 642.8 g/mol

- The lowest M belongs to which entry?
  C34H35FN2O5S